# 1
Below is 2 unconnected molecules or ions with the total composition C4H13N2O2 in a non-equilibrium geometry, with properties calculated with wB97M-V/def2-TZVPD.

XYZ file:
```
21
Properties=species:S:1:pos:R:3:forces:R:3:mulliken_charge:R:1
N 1.201 -1.813 0.243 -1.7 -0.9 3.6 -0.13
H 0.744 -0.203 1.420 -2.6 -2.4 -0.6 0.27
H -1.365 1.592 -2.256 0.5 -1.7 0.7 0.42
H -2.177 -0.760 0.567 1.5 -0.2 -0.1 0.47
C -0.443 1.655 0.046 -1.1 2.2 -4.2 -0.11
H -2.487 0.422 -1.717 1.1 0.5 -0.1 0.40
H 1.427 -2.803 0.351 -0.4 -0.5 -0.8 0.35
N -1.456 0.553 -1.944 -2.5 3.1 2.9 -0.24
C -0.684 0.225 -0.695 4.2 0.6 -0.4 0.08
H -0.498 2.004 1.062 0.2 -1.1 1.1 0.50
C 0.082 -1.228 1.070 1.2 2.8 -1.8 -0.41
H 3.100 1.163 0.919 1.0 0.1 -0.7 0.29
H -0.363 -1.802 1.866 0.6 -1.0 0.3 0.39
O -0.370 2.573 -0.779 0.0 -2.0 1.7 -0.48
H 2.018 -1.293 0.465 1.4 1.0 -0.8 0.29
H 2.427 1.568 2.163 0.1 0.8 1.6 0.30
H -1.402 -1.911 -0.571 0.8 1.5 0.9 0.37
O 2.250 1.173 1.334 -1.1 -1.1 -1.1 -0.56
H 0.530 -0.086 -0.940 -3.4 1.2 -0.3 0.17
H -1.360 -0.062 -2.664 1.1 -2.2 -2.9 0.34
C -1.174 -0.966 0.059 -0.9 -0.7 0.8 -0.69
```
Forces are in eV/Å.

Summary:
Net charge: +2
Molar mass in g/mol: 121.2
Spin multiplicity: 2
ΔE to the lowest compared entry with this formula, charge and spin in kcal per mole: 74.4

# 2
Below is 2 unconnected molecules or ions with the total composition C4H13N2OPS in a non-equilibrium geometry, with properties calculated with wB97M-V/def2-TZVPD.

XYZ file:
```
22
Properties=species:S:1:pos:R:3:forces:R:3:mulliken_charge:R:1
H 2.742 -0.575 -1.746 0.0 -0.2 0.1 0.27
C -0.642 1.434 1.616 1.2 -0.6 -2.0 -1.33
P -1.116 -2.018 0.013 -0.4 -1.3 0.6 0.47
C -1.583 1.359 -0.714 -5.1 -1.2 0.0 -1.25
H 0.497 -0.438 -0.066 -0.4 0.2 0.3 0.27
C 2.782 -1.338 -0.945 -2.4 2.8 -1.4 -0.36
H -0.152 2.201 0.963 0.4 -0.6 1.2 0.30
H -2.359 0.731 -1.378 2.2 1.2 0.9 0.28
O 3.248 -0.666 0.192 0.5 -0.5 0.4 -0.48
H -0.481 -3.868 -0.395 -1.1 -3.2 -0.4 0.22
S -2.995 -2.321 0.427 1.0 0.4 -0.4 -0.37
H 3.385 -2.076 -1.355 1.2 -1.7 -0.2 0.38
H 1.734 -1.649 -0.842 0.6 -0.6 0.1 -0.04
C -1.355 0.538 0.564 3.3 2.6 -0.7 -0.04
H 3.732 -1.351 0.649 0.3 0.1 0.8 0.30
H -2.233 0.161 0.927 -2.1 -1.0 0.8 0.49
N -0.469 -0.570 0.233 -0.5 -0.1 -0.1 0.08
H -1.316 1.956 2.203 -1.6 1.0 1.1 0.40
N -0.002 -3.043 -0.315 0.7 2.7 0.1 -0.70
H 0.018 0.872 2.299 0.0 0.3 -0.6 0.35
H -0.698 1.642 -1.179 1.6 0.2 -1.1 0.40
H -2.201 2.284 -0.555 0.7 -0.6 0.3 0.36
```
Forces are in eV/Å.

Summary:
Molar mass in g/mol: 168.2
ΔE to the lowest compared entry with this formula, charge and spin in kcal per mole: 39.1

# 3
Below is 2 unconnected molecules or ions with the total composition C4H13N2OS in a non-equilibrium geometry, with properties calculated with wB97M-V/def2-TZVPD.

XYZ file:
```
21
Properties=species:S:1:pos:R:3:forces:R:3:mulliken_charge:R:1
H 2.679 -0.811 0.142 -0.5 0.4 -0.7 0.27
H 0.815 1.437 0.582 -0.5 0.1 0.9 0.34
N -1.493 0.227 0.283 -2.2 -1.9 -0.4 -0.49
H -1.007 0.601 -0.474 1.8 2.4 -0.6 0.29
H 2.315 0.218 -2.319 -1.5 -0.5 1.2 0.22
O -3.908 -1.191 -1.811 2.4 -0.9 0.6 -0.71
H -1.672 -0.129 2.357 -0.1 0.1 -0.2 0.30
H 1.968 1.055 1.907 0.1 0.1 -1.1 0.21
C 2.196 0.158 -0.152 -0.7 -1.2 1.1 -0.37
C 1.459 0.058 -1.521 1.8 -0.2 -1.1 -0.88
H -1.505 -0.658 -0.292 0.0 -0.3 2.2 0.12
C -0.990 0.322 1.637 2.4 1.1 -0.6 -0.62
H -3.639 -0.445 -1.232 -0.2 -0.5 -0.4 0.36
S 0.536 -1.473 -1.808 -0.2 -0.5 0.0 -0.63
H 0.611 -1.196 1.772 -0.5 -0.8 -0.6 0.27
H 0.749 0.849 -1.792 0.3 0.5 0.8 0.30
H -3.049 -1.761 -1.804 -2.1 1.5 -0.2 0.35
N 0.439 -0.225 1.896 -2.4 1.9 -0.5 -0.29
H -0.852 1.514 1.816 -0.6 -2.9 0.0 0.33
C 1.311 0.614 1.112 2.7 1.2 -0.9 -0.76
H 3.040 0.836 -0.298 -0.1 0.4 0.4 0.38
```
Forces are in eV/Å.

Summary:
Net charge: -1
Molar mass in g/mol: 137.2
ΔE to the lowest compared entry with this formula, charge and spin in kcal per mole: 44.0

# 4
Below is a molecular structure, C4H13N2OS in a non-equilibrium geometry, with properties calculated with wB97M-V/def2-TZVPD.

XYZ file:
```
21
Properties=species:S:1:pos:R:3:forces:R:3:mulliken_charge:R:1
H 1.508 1.424 1.807 0.0 -0.3 0.1 0.27
H 2.529 0.082 2.321 -0.3 -0.4 -0.2 0.34
C -0.580 0.400 -1.265 -0.1 -0.5 0.7 0.37
H 1.426 1.117 -1.631 0.5 -0.5 0.3 0.31
O -1.352 -2.322 1.516 0.4 -0.2 0.2 -0.67
H 0.068 -1.470 -1.035 -0.2 -0.4 0.1 0.38
C 0.782 0.899 -0.768 -2.4 1.1 0.2 -0.89
H 2.996 1.090 0.981 0.2 -0.1 -0.2 0.31
H -0.906 1.033 -2.101 0.2 0.0 0.0 0.25
S -3.168 -0.453 -0.451 0.0 0.1 -0.1 -0.61
H -1.368 -1.351 -1.815 0.0 -0.1 0.1 0.32
N 1.416 -0.321 0.568 -1.0 1.1 -1.2 -0.43
H 0.706 1.796 -0.166 0.0 0.0 0.2 0.44
H -2.026 -1.934 0.927 -0.3 0.2 -0.2 0.28
H -1.212 0.222 0.804 0.2 -0.2 0.0 0.28
C -1.652 0.511 -0.150 0.0 0.3 -0.1 -1.01
H 1.567 -0.080 -0.477 2.3 -1.9 0.3 0.19
N -0.420 -0.972 -1.770 0.5 0.6 -0.1 -0.80
H -0.545 -1.833 1.302 -0.1 0.0 0.0 0.29
H -1.903 1.572 -0.033 0.0 0.1 -0.1 0.31
C 2.137 0.590 1.435 0.1 1.0 0.0 -0.89
```
Forces are in eV/Å.

Summary:
Net charge: -1
Molar mass in g/mol: 137.2
ΔE to the lowest compared entry with this formula, charge and spin in kcal per mole: 77.3

# 5
Below is 2 unconnected molecules or ions with the total composition C4H13N2OS in a non-equilibrium geometry, with properties calculated with wB97M-V/def2-TZVPD.

XYZ file:
```
21
Properties=species:S:1:pos:R:3:forces:R:3:mulliken_charge:R:1
C -0.374 1.789 -0.175 2.1 0.3 -0.7 -0.68
N -1.019 -0.631 0.227 -0.3 0.2 -0.6 -0.51
S 0.677 2.680 -1.420 0.1 0.0 0.0 -0.68
H -1.427 -0.251 1.074 -0.5 -0.2 0.0 0.27
H 2.785 0.043 0.098 0.0 0.2 -0.3 0.26
H 0.755 0.855 2.021 -0.3 0.1 -0.2 0.43
H 2.543 1.572 0.680 -0.1 0.0 -0.5 0.29
H -0.111 2.257 0.774 -0.7 0.2 0.1 0.21
H -2.854 -1.191 -0.746 -0.1 0.0 0.0 0.32
C 0.117 0.299 -0.025 -1.4 1.0 0.5 0.21
N 2.450 0.586 0.877 -0.1 -0.1 0.9 -0.68
O 0.066 -3.104 -0.573 0.1 0.6 0.5 -0.74
H 0.886 -2.940 -0.094 0.3 -0.5 -0.2 0.31
H 0.664 -0.001 -0.919 -0.2 -0.1 -0.1 0.29
C 1.058 0.235 1.172 1.1 -0.8 0.1 -1.10
H -1.376 2.041 -0.505 -0.3 -0.7 0.5 0.24
H 1.092 -0.792 1.578 -0.2 0.1 -0.2 0.33
H -1.348 -1.014 -1.715 -0.6 0.0 -0.4 0.29
C -1.979 -0.580 -0.938 1.8 -0.1 1.1 -0.78
H -2.198 0.454 -1.176 -0.4 0.0 -0.3 0.31
H -0.408 -2.309 -0.214 -0.3 -0.2 -0.2 0.41
```
Forces are in eV/Å.

Summary:
Net charge: -1
Molar mass in g/mol: 137.2
ΔE to the lowest compared entry with this formula, charge and spin in kcal per mole: 15.6